(1)
A structure of composition C65H54ClF5N4PRuS4 at a distorted geometry, computed with ωB97M-V/def2-TZVPD.

The value obtained for the gap between HOMO and LUMO (alpha / beta) is 6.624 / 6.607 eV. As for the LUMO energy (alpha / beta): -2.437 / -2.455 eV. The total charge is +1.

Geometry as XYZ:
```
135
C65H54ClF5N4PRuS4 ωB97M-V/def2-TZVPD
Ru -1.128 -0.602 0.694
N 0.539 -0.545 -0.606
S 1.972 -0.346 -0.507
N 2.545 1.099 -1.115
S 2.719 2.373 -0.279
N 1.619 2.817 0.717
S 0.003 2.593 0.477
N -0.596 1.405 1.061
C -0.629 4.056 1.274
C 0.193 5.012 1.857
C -0.388 6.113 2.474
C -1.770 6.247 2.499
C -2.580 5.274 1.922
C -2.012 4.171 1.307
C -0.194 2.998 -1.272
C -0.074 4.335 -1.660
C -0.128 4.656 -3.007
C -0.300 3.650 -3.953
C -0.425 2.325 -3.555
C -0.369 1.988 -2.208
C 3.015 3.615 -1.492
C 3.210 3.283 -2.819
C 3.457 4.302 -3.730
C 3.513 5.620 -3.303
C 3.337 5.932 -1.959
C 3.093 4.926 -1.042
C 4.178 2.392 0.718
C 5.383 2.166 0.068
C 6.555 2.219 0.802
C 6.511 2.505 2.161
C 5.299 2.744 2.791
C 4.113 2.693 2.068
C 2.818 -1.490 -1.567
C 3.141 -1.142 -2.873
C 3.690 -2.110 -3.703
C 3.894 -3.401 -3.228
C 3.547 -3.735 -1.923
C 3.004 -2.776 -1.082
C 2.850 -0.497 1.051
C 4.227 -0.711 1.011
C 4.929 -0.804 2.201
C 4.258 -0.682 3.412
C 2.887 -0.462 3.438
C 2.173 -0.371 2.252
H 1.268 4.887 1.824
H 0.240 6.868 2.932
H -2.218 7.113 2.972
H -3.658 5.380 1.950
H -2.628 3.401 0.851
H 0.054 5.113 -0.917
H -0.038 5.690 -3.317
H -0.341 3.904 -5.006
H -0.574 1.544 -4.292
H -0.439 0.955 -1.892
H 3.146 2.246 -3.124
H 3.611 4.063 -4.775
H 3.713 6.410 -4.017
H 3.396 6.961 -1.626
H 2.952 5.144 0.012
H 5.396 1.945 -0.995
H 7.505 2.045 0.311
H 7.433 2.548 2.731
H 5.269 2.978 3.849
H 3.150 2.861 2.532
H 2.954 -0.135 -3.223
H 3.959 -1.856 -4.722
H 4.326 -4.152 -3.879
H 3.698 -4.744 -1.559
H 2.720 -3.019 -0.061
H 4.735 -0.819 0.059
H 5.998 -0.976 2.184
H 4.808 -0.773 4.341
H 2.365 -0.375 4.383
H 1.110 -0.215 2.261
Cl -2.972 1.145 -0.997
C -4.436 0.342 -0.514
C -5.607 1.069 -0.418
C -6.764 0.425 -0.001
C -6.734 -0.927 0.299
C -5.548 -1.644 0.186
C -4.371 -1.020 -0.219
P -2.756 -1.901 -0.378
C -2.612 -1.894 -2.206
C -3.749 -1.895 -3.020
C -3.621 -1.893 -4.403
C -2.361 -1.892 -4.986
C -1.228 -1.860 -4.184
C -1.351 -1.851 -2.800
C -3.233 -3.575 0.135
C -3.145 -3.893 1.489
C -3.508 -5.157 1.933
C -3.951 -6.108 1.024
C -4.030 -5.796 -0.326
C -3.670 -4.532 -0.775
H -5.607 2.127 -0.658
H -7.687 0.987 0.088
H -7.636 -1.432 0.624
H -5.536 -2.700 0.422
H -4.737 -1.893 -2.575
H -4.509 -1.893 -5.024
H -2.264 -1.916 -6.066
H -0.242 -1.851 -4.634
H -0.470 -1.806 -2.177
H -2.780 -3.151 2.187
H -3.435 -5.401 2.986
H -4.235 -7.096 1.367
H -4.366 -6.539 -1.038
H -3.715 -4.299 -1.832
C -4.200 0.015 2.981
C -2.759 -0.169 3.468
C -2.137 1.215 3.721
C -2.755 -0.967 4.781
C -1.933 -0.883 2.433
H -4.795 0.496 3.763
H -4.660 -0.946 2.740
H -4.227 0.642 2.087
H -2.714 1.728 4.496
H -2.145 1.807 2.811
H -1.098 1.126 4.054
H -3.279 -0.419 5.569
H -1.730 -1.148 5.117
H -3.246 -1.935 4.651
H -1.333 -1.683 2.893
F 1.342 -8.141 -0.954
C 1.077 -6.950 -0.420
C 1.625 -6.588 0.791
F 2.450 -7.430 1.416
C 1.346 -5.353 1.340
F 1.911 -5.053 2.514
C 0.530 -4.414 0.709
S 0.248 -2.876 1.495
C 0.029 -4.810 -0.526
F -0.690 -3.955 -1.252
C 0.273 -6.049 -1.081
F -0.254 -6.369 -2.264
```

***

(2)
A structure of composition C65H79N2O3SSb3Si3Ti at a distorted geometry, computed with ωB97M-V/def2-TZVPD.

The value obtained for the gap between HOMO and LUMO (alpha / beta) is 4.705 / 5.974 eV. The expectation value of S² is 2.056. As for the LUMO energy (alpha / beta): 3.922 / 3.916 eV. The spin multiplicity is 3. The total charge is -2.

Geometry as XYZ:
```
157
C65H79N2O3SSb3Si3Ti ωB97M-V/def2-TZVPD
Ti -0.166 -1.081 0.047
C -2.118 1.034 -4.125
C -3.134 1.264 -2.997
C -2.543 1.660 -1.645
Sb -0.971 3.130 -1.923
C -1.035 4.503 -0.229
C -2.169 5.163 0.228
C -2.064 6.205 1.138
C -0.818 6.614 1.596
C 0.321 5.960 1.150
C 0.210 4.916 0.242
C -2.504 4.460 -2.938
C -2.038 5.196 -4.028
C -2.891 5.940 -4.832
C -4.253 5.950 -4.570
C -4.746 5.219 -3.498
C -3.878 4.489 -2.696
Sb -0.484 -0.441 -3.807
C -0.929 -1.227 -5.912
C -0.904 -0.483 -7.091
C -0.932 -1.091 -8.339
C -0.987 -2.476 -8.438
C -1.029 -3.241 -7.281
C -0.996 -2.615 -6.040
C 1.069 0.685 -4.857
C 2.068 -0.055 -5.491
C 3.121 0.571 -6.140
C 3.193 1.958 -6.179
C 2.203 2.706 -5.561
C 1.156 2.070 -4.904
H -1.659 1.989 -4.399
H -2.643 0.659 -5.004
H -3.746 0.365 -2.867
H -3.805 2.062 -3.329
H -2.060 0.811 -1.181
H -3.319 2.017 -0.961
H -3.149 4.866 -0.122
H -2.958 6.708 1.491
H -0.739 7.439 2.294
H 1.297 6.272 1.503
H 1.101 4.405 -0.110
H -0.973 5.186 -4.246
H -2.504 6.497 -5.679
H -4.928 6.522 -5.198
H -5.814 5.204 -3.307
H -4.290 3.930 -1.861
H -0.847 0.601 -7.034
H -0.897 -0.487 -9.240
H -1.000 -2.953 -9.412
H -1.071 -4.323 -7.352
H -1.015 -3.218 -5.134
H 2.019 -1.139 -5.478
H 3.895 -0.024 -6.614
H 4.018 2.450 -6.682
H 2.248 3.789 -5.578
H 0.408 2.675 -4.409
C -3.941 -2.313 1.400
C -2.838 -1.315 1.160
O -1.901 -1.658 0.321
C -2.828 -0.053 1.780
C -3.984 0.510 2.368
C -3.982 1.796 2.863
C -2.827 2.566 2.782
C -1.664 2.023 2.246
C -1.610 0.716 1.783
O -0.453 0.174 1.390
H -3.601 -3.291 1.059
H -4.845 -2.057 0.838
H -4.197 -2.360 2.462
H -4.897 -0.074 2.394
H -4.883 2.211 3.303
H -2.823 3.589 3.136
H -0.767 2.622 2.188
C 4.161 -1.193 2.477
Sb 2.370 -0.054 1.853
C 1.834 -1.774 0.576
C 1.407 -2.936 1.322
C 2.199 -4.058 1.655
C 1.640 -5.116 2.335
C 0.290 -5.070 2.678
C -0.425 -3.940 2.318
N 0.107 -2.902 1.692
Si 3.148 -1.863 -0.758
C 4.372 -3.356 -0.705
C 2.620 -1.971 -2.578
C 4.253 -0.308 -0.842
C 2.017 0.201 4.201
C 0.570 0.069 4.546
C -0.190 1.072 5.153
C -1.440 0.775 5.665
C -1.948 -0.502 5.510
C -1.158 -1.426 4.845
N 0.062 -1.168 4.400
Si 2.759 1.937 4.355
C 1.862 3.236 3.307
C 4.561 2.056 3.760
C 2.770 2.601 6.148
Si 2.777 -1.094 5.366
C 4.618 -0.812 5.769
C 2.545 -2.936 4.981
C 1.948 -0.843 7.069
H 4.699 -1.568 1.608
H 3.840 -2.044 3.079
H 4.834 -0.573 3.070
H 3.239 -4.069 1.368
H 2.240 -5.977 2.607
H -0.188 -5.880 3.211
H -1.490 -3.879 2.526
H 3.843 -4.312 -0.762
H 5.008 -3.377 0.186
H 5.026 -3.300 -1.576
H 1.725 -2.566 -2.746
H 3.433 -2.389 -3.177
H 2.417 -0.958 -2.926
H 4.900 -0.149 0.023
H 3.601 0.563 -0.949
H 4.882 -0.358 -1.733
H 0.199 2.077 5.246
H -2.011 1.538 6.178
H -2.929 -0.773 5.876
H -1.508 -2.443 4.694
H 1.273 2.738 2.537
H 2.580 3.876 2.791
H 1.192 3.870 3.890
H 4.597 1.860 2.685
H 5.238 1.356 4.251
H 4.937 3.066 3.935
H 1.782 2.551 6.608
H 3.084 3.648 6.146
H 3.459 2.045 6.788
H 5.270 -0.996 4.915
H 4.919 -1.494 6.569
H 4.800 0.208 6.115
H 1.915 -3.066 4.104
H 2.048 -3.430 5.818
H 3.495 -3.447 4.801
H 1.927 0.210 7.358
H 2.474 -1.395 7.852
H 0.914 -1.197 7.041
S 0.644 0.669 -1.266
C 0.262 -4.776 -1.262
C -0.693 -3.619 -1.443
O -0.180 -2.416 -1.321
C -2.047 -3.876 -1.767
C -2.924 -2.830 -2.170
C -4.264 -3.053 -2.367
C -4.813 -4.327 -2.184
C -3.960 -5.384 -1.877
C -2.608 -5.180 -1.693
H 1.278 -4.392 -1.183
H 0.207 -5.461 -2.113
H 0.037 -5.339 -0.349
H -2.500 -1.849 -2.322
H -4.903 -2.234 -2.679
H -5.879 -4.490 -2.290
H -4.363 -6.389 -1.792
H -1.966 -6.024 -1.474
```

***

(3)
A structure of composition C65H81Br2Cl2F5N2O4PS at a distorted geometry, computed with ωB97M-V/def2-TZVPD.

The value obtained for the gap between HOMO and LUMO is 6.107 eV. As for the LUMO energy: -4.464 eV. The total charge is +1.

Geometry as XYZ:
```
163
C65H81Br2Cl2F5N2O4PS ωB97M-V/def2-TZVPD
C 2.983 -0.442 5.118
C 3.590 0.701 4.293
C 3.167 0.638 2.818
C 3.160 1.955 1.993
C 3.894 3.108 2.701
C 1.788 2.361 1.405
C 1.920 3.840 0.925
Cl 1.269 5.105 1.940
C 2.552 4.322 -0.125
C 2.705 5.780 -0.450
Cl 3.384 3.302 -1.251
C 1.217 1.443 0.231
P 2.153 -0.209 -0.218
N 3.737 0.325 -0.463
O 1.671 -0.269 -1.813
C -0.363 1.371 0.330
C -0.832 0.090 -0.378
C -2.327 -0.208 -0.522
O -3.117 0.403 0.469
C -4.481 0.491 0.006
C -5.452 0.597 1.177
C -1.130 2.520 -0.435
C -0.353 2.905 -1.716
C -1.624 3.841 0.206
C -3.155 3.898 0.326
C -3.604 5.006 1.276
N -0.526 1.269 1.924
Br -2.095 2.012 2.836
S -0.470 -0.379 2.774
O -0.214 0.011 4.105
O 0.472 -1.216 2.135
C -2.105 -1.441 2.971
F -1.785 -1.973 4.147
F -3.201 -0.732 3.132
C -2.382 -2.626 1.944
F -1.452 -2.741 1.005
F -3.577 -2.427 1.381
F -2.437 -3.761 2.647
C 0.571 2.338 2.366
Br 0.810 2.707 4.218
H 2.046 -0.121 5.578
H 2.733 -1.302 4.494
H 3.645 -0.747 5.926
H 3.354 1.653 4.762
H 4.678 0.605 4.345
H 3.824 -0.073 2.314
H 2.172 0.196 2.782
H 3.795 1.744 1.141
H 4.350 3.799 1.993
H 4.739 2.700 3.254
H 3.283 3.641 3.427
H 3.424 6.227 0.241
H 3.109 5.900 -1.450
H 1.765 6.317 -0.347
H 1.481 2.012 -0.656
H 4.289 -0.509 -0.648
H 3.853 0.926 -1.271
H 1.181 -1.086 -1.967
H -0.483 0.249 -1.393
H -0.300 -0.788 -0.016
H -2.513 -1.284 -0.567
H -2.642 0.158 -1.508
H -4.542 1.375 -0.637
H -4.668 -0.402 -0.592
H -6.193 -0.201 1.135
H -4.926 0.509 2.121
H -6.002 1.536 1.154
H -2.035 2.084 -0.851
H -1.051 3.411 -2.380
H 0.465 3.588 -1.492
H 0.079 2.048 -2.236
H -1.336 4.668 -0.445
H -1.216 4.103 1.180
H -3.596 4.079 -0.657
H -3.541 2.951 0.703
H -4.692 5.058 1.319
H -3.207 5.980 0.990
H -3.277 4.782 2.296
H -0.003 3.196 2.049
C -6.627 -3.853 -3.824
C -6.812 -2.575 -3.317
C -6.278 -2.240 -2.080
C -5.559 -3.176 -1.352
C -5.376 -4.455 -1.859
C -5.909 -4.793 -3.095
H -7.040 -4.120 -4.788
H -7.368 -1.841 -3.886
H -6.430 -1.241 -1.687
H -5.148 -2.913 -0.386
H -4.818 -5.190 -1.292
H -5.770 -5.790 -3.492
C 6.635 -1.810 -5.228
C 6.302 -0.519 -4.843
C 5.081 -0.273 -4.230
C 4.196 -1.318 -3.997
C 4.531 -2.609 -4.381
C 5.750 -2.855 -4.999
H 7.585 -2.003 -5.708
H 6.993 0.294 -5.022
H 4.818 0.737 -3.938
H 3.247 -1.118 -3.519
H 3.844 -3.426 -4.200
H 6.010 -3.861 -5.302
C -6.337 4.391 -1.844
C -6.553 5.746 -1.640
C -7.645 6.166 -0.892
C -8.513 5.232 -0.344
C -8.293 3.876 -0.544
C -7.205 3.455 -1.297
H -5.489 4.060 -2.431
H -5.874 6.475 -2.064
H -7.820 7.223 -0.738
H -9.363 5.562 0.239
H -8.972 3.149 -0.118
H -7.037 2.397 -1.460
C -4.440 -8.816 -6.924
C -3.859 -7.991 -5.971
C -4.375 -7.951 -4.683
C -5.468 -8.737 -4.346
C -6.047 -9.564 -5.299
C -5.535 -9.601 -6.588
H -4.041 -8.845 -7.930
H -3.004 -7.380 -6.233
H -3.921 -7.304 -3.943
H -5.869 -8.708 -3.340
H -6.898 -10.179 -5.036
H -5.989 -10.242 -7.332
C 5.561 4.752 5.454
C 6.741 4.597 6.165
C 7.814 5.444 5.925
C 7.702 6.452 4.977
C 6.521 6.608 4.262
C 5.453 5.754 4.500
H 4.725 4.089 5.643
H 6.821 3.815 6.910
H 8.735 5.320 6.478
H 8.537 7.115 4.792
H 6.436 7.393 3.522
H 4.531 5.872 3.942
C 5.834 1.031 8.266
C 7.186 1.130 8.567
C 7.608 1.083 9.888
C 6.678 0.930 10.908
C 5.327 0.829 10.607
C 4.904 0.882 9.286
H 5.505 1.070 7.234
H 7.911 1.243 7.771
H 8.661 1.164 10.124
H 7.007 0.890 11.938
H 4.603 0.709 11.402
H 3.850 0.807 9.052
C 0.984 -7.814 -9.618
C 1.559 -6.987 -8.663
C 1.043 -6.949 -7.375
C -0.046 -7.743 -7.041
C -0.621 -8.570 -7.996
C -0.107 -8.605 -9.284
H 1.386 -7.842 -10.622
H 2.411 -6.372 -8.923
H 1.491 -6.303 -6.631
H -0.447 -7.719 -6.035
H -1.468 -9.191 -7.733
H -0.556 -9.249 -10.029
```

***

We obtain ΔE to the lowest compared entry with this formula, charge and spin values of 23.6; 30.8; 0.0 kcal/mol for the records listed above, in that order.